#1
A cluster of 7 separate species, C28H35N7 in total. Source: the OMol25 dataset; level of theory: ωB97M-V with the def2-TZVPD basis set.

Calculated values
frontier orbital gap = 0.317 Eh
LUMO energy = 0.66 eV
HOMO = -7.980 eV

XYZ file:
```
70
C28H35N7 | the OMol25 dataset | ωB97M-V with the def2-TZVPD basis set
N 2.06049 -5.74603 2.45600
C 0.88171 -5.58068 1.85959
C -0.10877 -5.85655 2.77937
C 0.53646 -6.29589 3.97770
C 1.86545 -6.11249 3.75833
H 2.98676 -5.71674 2.00452
H 0.63370 -5.42487 0.79747
H -1.18845 -5.90693 2.55851
H 0.09440 -6.66679 4.89253
H 2.74160 -6.30587 4.34798
N -1.99685 0.93504 2.79141
C -3.34527 0.87589 2.95716
C -3.74640 1.86295 3.77128
C -2.60288 2.65385 4.00157
C -1.50693 2.09500 3.41677
H -1.46651 0.26828 2.22020
H -3.93107 0.17158 2.38259
H -4.76215 2.07923 4.01649
H -2.69485 3.58538 4.60568
H -0.47977 2.29137 3.32351
N 3.43177 -1.87826 -2.21650
C 3.02176 -2.96655 -1.43845
C 4.14452 -3.50079 -0.86372
C 5.25723 -2.91742 -1.47751
C 4.79084 -1.90006 -2.26090
H 2.75784 -1.26341 -2.65884
H 1.94043 -3.09991 -1.26390
H 4.19198 -4.33146 -0.13763
H 6.29201 -3.01704 -1.35434
H 5.32553 -1.25736 -2.92669
N 3.61064 1.32378 -3.64272
C 3.07344 0.35249 -4.39544
C 1.70895 0.38352 -4.20543
C 1.41835 1.44954 -3.29093
C 2.62906 1.99964 -2.90108
H 4.63804 1.45014 -3.58891
H 3.63779 -0.30975 -5.05905
H 1.05954 -0.27894 -4.74625
H 0.44854 1.65962 -2.92271
H 2.93988 2.84658 -2.31720
N -2.02983 4.16320 1.11259
C -1.22067 5.27376 1.15996
C -0.72496 5.45163 -0.09316
C -1.15072 4.46004 -0.94159
C -1.94651 3.66748 -0.14592
H -2.67088 3.82158 1.86509
H -1.06880 5.88248 2.00050
H -0.08561 6.29266 -0.30767
H -1.14670 4.41295 -2.03189
H -2.55256 2.82909 -0.54510
N -4.07265 2.44549 -2.68286
C -5.01459 2.31612 -1.66690
C -4.66854 1.18681 -0.97293
C -3.67189 0.53202 -1.65074
C -3.20475 1.36645 -2.66095
H -4.23643 3.01801 -3.50405
H -5.69930 3.12159 -1.49001
H -5.14141 0.96760 -0.03300
H -3.12159 -0.35360 -1.36286
H -2.37559 1.33167 -3.31589
N 1.04158 0.59832 0.95885
C -0.09692 0.37386 0.23992
C -0.36504 -0.94898 0.23561
C 0.70917 -1.57817 0.95750
C 1.55067 -0.60008 1.39471
H 1.48966 1.47758 1.18383
H -0.62889 1.22252 -0.18497
H -1.27422 -1.38537 -0.05207
H 0.70156 -2.60899 1.17847
H 2.38764 -0.68785 2.10506
```

#2
A cluster of 7 separate species, C28H35N7 in total. Source: the OMol25 dataset; level of theory: ωB97M-V with the def2-TZVPD basis set.

Calculated values
frontier orbital gap = 0.308 Eh
LUMO energy = 0.57 eV
HOMO = -7.811 eV

XYZ file:
```
70
C28H35N7 | the OMol25 dataset | ωB97M-V with the def2-TZVPD basis set
N -0.81346 -1.73668 0.47463
C -0.42476 -2.06282 -0.86227
C 0.32310 -0.98407 -1.31819
C 0.27499 0.00673 -0.20222
C -0.45640 -0.48586 0.84922
H -1.10640 -2.49877 1.18411
H -0.63566 -2.93154 -1.23544
H 0.83906 -0.74336 -2.42096
H 0.72790 1.07875 -0.04926
H -0.80596 0.08658 1.85915
N -5.53167 1.80344 1.24251
C -5.07363 2.41714 2.44345
C -3.71288 2.38677 2.36337
C -3.32740 1.64392 1.21767
C -4.52062 1.30661 0.52718
H -6.53223 1.73047 0.98445
H -5.72349 2.62849 3.22378
H -3.01074 2.75596 3.28083
H -2.27264 1.45832 0.90916
H -4.60668 0.57584 -0.32088
N 2.66547 2.05828 4.53457
C 3.19197 3.06478 3.82189
C 2.45371 3.15657 2.70081
C 1.50315 2.14047 2.64377
C 1.60622 1.39546 3.80775
H 3.03892 1.84069 5.34178
H 4.03150 3.57705 4.28479
H 2.57454 3.92846 1.93524
H 0.86148 2.10860 1.78300
H 0.99765 0.64473 4.26953
N 3.84920 3.53094 -3.87864
C 3.25049 2.83083 -4.86411
C 2.22625 2.10071 -4.40483
C 2.40951 2.19528 -2.87344
C 3.43541 3.04663 -2.66242
H 4.70809 4.14555 -3.93711
H 3.70481 2.84841 -5.90567
H 1.57070 1.32378 -5.01487
H 1.72665 1.67491 -2.32571
H 3.81807 3.45122 -1.86845
N -1.71318 -4.25356 2.31333
C -2.88054 -3.48068 2.61941
C -2.32675 -2.44592 3.41393
C -0.85477 -2.54448 3.55517
C -0.61910 -3.73153 2.85766
H -1.96497 -5.09941 2.03724
H -3.86251 -3.73868 2.52863
H -2.90566 -1.72639 4.01935
H -0.06129 -2.01357 4.10450
H 0.23802 -4.22868 2.80625
N -3.41406 -1.64893 -4.47625
C -2.85668 -0.97883 -3.44993
C -1.94650 0.00082 -4.02386
C -2.29594 -0.06379 -5.51238
C -3.22363 -0.99771 -5.67340
H -3.97667 -2.42515 -4.46274
H -2.86463 -1.45299 -2.38454
H -1.37598 0.75046 -3.49378
H -2.19766 0.74958 -6.26295
H -3.51325 -1.51668 -6.51469
N 2.61397 -1.81421 0.53169
C 3.36215 -2.84089 -0.10496
C 4.64205 -2.57584 0.07059
C 4.77099 -1.24260 0.86248
C 3.46818 -0.89661 1.00729
H 1.64494 -1.76160 0.53356
H 2.79578 -3.41929 -0.76054
H 5.41963 -3.20328 -0.30349
H 5.62416 -0.75962 1.13947
H 3.03967 -0.13921 1.48475
```

Which is the most stable structure? #1 is the most stable.

#1
A cluster of 3 separate species, C3H12O3 in total. Source: the OMol25 dataset; level of theory: ωB97M-V with the def2-TZVPD basis set.

Calculated values
frontier orbital gap = 0.374 Eh
LUMO energy = 0.57 eV
HOMO = -9.612 eV

XYZ file:
```
18
C3H12O3 | the OMol25 dataset | ωB97M-V with the def2-TZVPD basis set
C 0.52858 2.39054 0.15770
O -0.19856 1.21203 -0.15538
H 1.51730 2.37611 -0.30981
H -0.05087 3.23740 -0.19387
H 0.69203 2.50122 1.23905
H 0.36591 0.44622 0.02637
C 2.57124 -1.56748 -0.53144
O 1.24965 -1.21959 -0.10277
H 3.29359 -1.13174 0.15622
H 2.71888 -2.64653 -0.55829
H 2.77129 -1.17470 -1.53141
H 0.68124 -1.98971 -0.16958
C -2.82073 -0.72757 0.27136
O -2.85716 0.62814 0.64897
H -3.83369 -1.12409 0.33783
H -2.47101 -0.86006 -0.75958
H -2.19475 -1.33373 0.94082
H -1.96295 0.98353 0.53383
```

#2
A cluster of 3 separate species, C3H12O3 in total. Source: the OMol25 dataset; level of theory: ωB97M-V with the def2-TZVPD basis set.

Calculated values
frontier orbital gap = 0.392 Eh
LUMO energy = 0.61 eV
HOMO = -10.050 eV

XYZ file:
```
18
C3H12O3 | the OMol25 dataset | ωB97M-V with the def2-TZVPD basis set
C 0.64148 -0.08386 3.07493
O -0.47633 -0.92010 2.79151
H 0.36566 0.92222 2.76905
H 0.86396 -0.05306 4.14545
H 1.53600 -0.40043 2.53316
H -0.30290 -1.79534 3.14967
C 1.04506 0.58066 -2.95604
O 0.03512 0.10455 -3.83151
H 1.75009 -0.20978 -2.68314
H 1.59306 1.36145 -3.47930
H 0.62233 0.99851 -2.03966
H -0.36910 -0.66310 -3.41700
C -1.44898 0.27329 -0.14617
O -0.54508 -0.82979 -0.15395
H -2.23006 0.07502 -0.88043
H -1.91144 0.40172 0.83248
H -0.94432 1.19436 -0.45305
H -0.22456 -0.95633 0.74401
```

Which is the most stable structure? #1 is the most stable.